Entry from the Open Molecules 2025 dataset: C17H11CaN5O6 as an isolated structure (ωB97M-V with the def2-TZVPD basis set).

- frontier orbital gap (eV) = 8.62
- HOMO energy (eV) = -9.220
- total charge = 0
- total energy (hartree) = -2057.4685
- energy relative to the best compared isomer or geometry (same formula, charge and spin) (kJ/mol) = 48.57
- F_max (eV Å⁻¹) = 0.60

```
40
Properties=species:S:1:pos:R:3:mulliken_charge:R:1
Ca 0.2045 0.6158 0.1080 1.96
O 4.2316 -0.7812 0.5304 -0.62
C 3.1093 -0.3447 0.6640 0.12
N 2.5010 0.6766 -0.0090 -0.48
C 2.9899 1.1525 -1.1839 0.24
O 3.9787 0.8285 -1.8074 -0.63
C 2.1223 2.2683 -1.7994 0.55
C 2.6749 2.9761 -2.8600 -0.69
C 1.9537 4.0027 -3.4394 -0.23
C 0.6872 4.2908 -2.9516 -0.71
C 0.2004 3.5284 -1.9085 -0.15
N 0.8928 2.5413 -1.3339 -0.36
C 2.2379 -0.9935 1.7535 0.72
C 2.7113 -2.1746 2.3086 -0.47
C 1.9871 -2.7877 3.3138 -0.31
C 0.8123 -2.1958 3.7520 -0.61
C 0.4052 -1.0240 3.1448 -0.27
N 1.0914 -0.4291 2.1648 -0.55
H 3.6609 2.6906 -3.1952 0.47
H 2.3726 4.5711 -4.2593 0.43
H 0.0839 5.0839 -3.3697 0.38
H -0.7906 3.7156 -1.5104 0.41
H 3.6404 -2.5737 1.9301 0.46
H 2.3345 -3.7154 3.7488 0.43
H 0.2119 -2.6343 4.5360 0.39
H -0.5137 -0.5378 3.4532 0.42
O -3.8400 -3.7806 0.1206 -0.53
C -4.5498 -2.6891 -0.0609 0.46
O -5.7556 -2.6889 -0.1187 -0.60
C -3.8164 -1.3844 -0.1166 0.46
C -4.4984 -0.1902 -0.0341 -0.50
N -3.5835 0.7878 -0.0567 -0.11
N -2.3328 0.3186 -0.1846 -0.51
C -2.4583 -1.0092 -0.2288 0.12
C -1.2340 -1.8998 -0.4104 0.76
O -1.3491 -3.0749 -0.0463 -0.78
O -0.2125 -1.3469 -0.9017 -0.85
H -2.8629 -3.5668 0.2145 0.47
H -5.5555 -0.0032 0.0440 0.52
H -3.7427 1.7773 -0.0007 0.18
```